Molecular formula: C42H125N9O16
Method: DFT, wB97M-V/def2-TZVPD

Last column: Löwdin charge in e.
Positions of all 192 atoms, in Å:
C (-1.57, 4.88, 2.17)  -0.052
C (-2.69, 5.46, 1.30)  -0.459
C (-2.20, 6.33, 0.14)  -0.038
O (-3.26, 4.33, 0.68)  -0.117
H (-1.01, 4.03, 1.77)  0.076
H (-1.84, 4.65, 3.20)  0.070
H (-0.82, 5.67, 2.28)  0.076
H (-3.42, 6.02, 1.89)  0.135
H (-2.99, 6.56, -0.57)  0.077
H (-1.42, 5.79, -0.41)  0.074
H (-1.70, 7.20, 0.58)  0.084
H (-2.81, 3.97, -0.08)  0.009
C (3.38, 4.62, -0.94)  -0.040
C (2.88, 3.93, -2.24)  -0.476
C (3.27, 4.63, -3.53)  -0.054
O (3.47, 2.65, -2.29)  -0.071
H (3.36, 5.70, -1.03)  0.079
H (4.33, 4.26, -0.54)  0.063
H (2.70, 4.41, -0.11)  0.059
H (1.80, 3.81, -2.20)  0.119
H (2.86, 4.05, -4.36)  0.075
H (4.33, 4.72, -3.74)  0.090
H (2.88, 5.64, -3.63)  0.085
H (4.19, 2.73, -2.93)  0.082
O (-1.99, -1.99, 5.37)  -0.061
H (-1.17, -1.56, 5.12)  -0.029
H (-2.09, -2.69, 4.73)  -0.027
O (1.26, 1.49, 3.65)  -0.076
H (1.14, 1.51, 2.69)  -0.018
H (2.18, 1.68, 3.78)  -0.008
O (0.46, -0.69, 4.75)  -0.060
H (0.61, 0.12, 4.28)  -0.047
H (1.32, -1.12, 4.77)  0.038
O (-1.11, -0.97, -3.41)  -0.070
H (-0.69, -0.67, -4.22)  -0.036
H (-1.88, -1.44, -3.71)  0.041
O (-2.84, 0.14, -1.16)  -0.063
H (-2.46, 0.02, -2.04)  0.006
H (-2.16, -0.20, -0.57)  -0.022
C (5.05, 3.17, 1.99)  -0.037
C (5.20, 2.15, 3.18)  -0.383
C (6.50, 2.37, 4.00)  -0.198
O (6.69, 1.28, 4.91)  -0.190
C (7.79, 1.51, 5.80)  -0.091
N (4.03, 2.25, 4.07)  0.038
H (4.94, 4.19, 2.34)  0.085
H (4.26, 2.92, 1.28)  0.043
H (5.98, 3.07, 1.42)  0.077
H (5.16, 1.14, 2.79)  0.092
H (6.38, 3.29, 4.57)  0.128
H (7.28, 2.50, 3.25)  0.123
H (8.20, 0.65, 6.32)  0.088
H (7.58, 2.19, 6.63)  0.085
H (8.57, 1.95, 5.18)  0.084
H (4.24, 1.61, 4.83)  0.083
H (4.01, 3.16, 4.50)  0.090
C (-4.20, -5.34, -4.52)  -0.053
C (-5.12, -4.61, -3.49)  -0.380
C (-4.30, -4.01, -2.28)  -0.203
O (-3.40, -4.94, -1.76)  -0.192
C (-2.84, -4.48, -0.53)  -0.081
N (-6.02, -3.59, -4.11)  0.022
H (-4.71, -6.04, -5.17)  0.073
H (-3.42, -5.86, -3.96)  0.065
H (-3.64, -4.61, -5.12)  0.072
H (-5.77, -5.38, -3.08)  0.122
H (-5.04, -3.82, -1.50)  0.116
H (-3.75, -3.09, -2.48)  0.116
H (-2.05, -5.17, -0.23)  0.087
H (-3.61, -4.51, 0.24)  0.072
H (-2.50, -3.46, -0.68)  0.075
H (-6.67, -4.06, -4.72)  0.063
H (-6.68, -3.32, -3.40)  0.056
C (-5.33, -2.28, 3.59)  -0.055
C (-5.04, -3.54, 2.81)  -0.452
C (-4.05, -4.45, 3.34)  -0.228
O (-2.82, -3.80, 3.52)  -0.235
C (-1.65, -4.69, 3.48)  -0.048
N (-6.33, -4.25, 2.80)  0.040
H (-4.47, -1.61, 3.62)  0.054
H (-5.49, -2.52, 4.64)  0.092
H (-6.25, -1.78, 3.30)  0.085
H (-4.76, -3.24, 1.80)  0.123
H (-3.98, -5.23, 2.58)  0.126
H (-4.41, -4.83, 4.30)  0.145
H (-1.68, -5.44, 2.70)  0.085
H (-1.71, -5.31, 4.38)  0.098
H (-0.74, -4.09, 3.47)  0.084
H (-6.32, -5.18, 2.40)  0.071
H (-6.69, -4.48, 3.72)  0.076
C (3.28, -2.43, -2.96)  -0.049
C (3.37, -3.41, -1.79)  -0.424
C (2.17, -3.33, -0.85)  -0.244
O (2.13, -4.34, 0.10)  -0.177
C (1.02, -4.26, 1.04)  -0.066
N (3.42, -4.75, -2.33)  0.041
H (2.24, -2.37, -3.29)  0.062
H (3.99, -2.58, -3.77)  0.088
H (3.51, -1.43, -2.60)  0.059
H (4.32, -3.21, -1.29)  0.128
H (1.24, -3.40, -1.42)  0.133
H (2.16, -2.34, -0.38)  0.092
H (1.14, -5.11, 1.71)  0.095
H (0.04, -4.37, 0.57)  0.064
H (1.05, -3.29, 1.53)  0.065
H (2.60, -4.96, -2.87)  0.075
H (3.37, -5.49, -1.64)  0.070
C (4.67, -0.59, 0.15)  -0.033
C (4.28, -1.56, 1.30)  -0.354
C (5.53, -1.85, 2.21)  -0.160
O (6.50, -2.54, 1.42)  -0.198
C (7.74, -2.87, 1.98)  -0.115
N (3.27, -0.92, 2.16)  0.057
H (5.23, -1.14, -0.61)  0.075
H (5.36, 0.19, 0.44)  0.077
H (3.76, -0.18, -0.30)  0.053
H (3.80, -2.44, 0.86)  0.108
H (5.23, -2.43, 3.08)  0.123
H (6.08, -0.97, 2.57)  0.111
H (8.27, -1.94, 2.20)  0.084
H (8.42, -3.28, 1.23)  0.087
H (7.71, -3.60, 2.79)  0.090
H (3.85, -0.26, 2.64)  0.042
H (2.96, -1.47, 2.95)  0.075
C (-4.64, 0.73, 1.69)  -0.024
C (-4.69, 1.55, 2.98)  -0.316
C (-3.25, 1.78, 3.49)  -0.081
O (-3.29, 2.22, 4.91)  -0.155
C (-2.24, 1.61, 5.61)  -0.098
N (-5.40, 2.80, 2.79)  0.362
H (-5.61, 0.79, 1.19)  0.101
H (-4.30, -0.31, 1.72)  0.066
H (-3.97, 1.21, 0.99)  0.081
H (-5.21, 0.94, 3.72)  0.157
H (-2.62, 2.48, 2.93)  0.117
H (-2.82, 0.82, 3.20)  0.125
H (-1.45, 1.46, 4.88)  0.069
H (-2.45, 0.57, 5.84)  0.085
H (-1.89, 2.17, 6.48)  0.108
H (-4.95, 3.44, 2.15)  0.123
H (-5.49, 3.28, 3.67)  0.151
C (1.37, 0.85, -4.89)  -0.052
C (0.77, 0.06, -6.02)  -0.426
C (1.22, -1.41, -6.05)  -0.167
O (0.72, -2.13, -7.21)  -0.187
C (1.67, -3.02, -7.79)  -0.108
N (-0.66, 0.08, -5.90)  0.042
H (1.03, 0.52, -3.90)  0.056
H (1.12, 1.91, -4.93)  0.069
H (2.45, 0.87, -4.94)  0.089
H (1.06, 0.53, -6.96)  0.143
H (0.94, -1.95, -5.15)  0.112
H (2.30, -1.42, -6.18)  0.117
H (1.30, -3.52, -8.69)  0.087
H (2.00, -3.81, -7.11)  0.086
H (2.56, -2.51, -8.16)  0.083
H (-0.94, 1.05, -5.95)  0.081
H (-1.13, -0.36, -6.67)  0.102
C (0.82, 0.65, -1.23)  -0.046
C (0.53, 0.88, 0.26)  -0.360
C (0.05, -0.38, 1.03)  -0.159
O (-1.28, -0.67, 0.69)  -0.214
C (-1.93, -1.72, 1.47)  -0.032
N (1.74, 1.45, 0.90)  0.059
H (-0.09, 0.29, -1.71)  0.049
H (1.61, -0.08, -1.38)  0.072
H (1.15, 1.57, -1.72)  0.055
H (-0.21, 1.68, 0.33)  0.119
H (0.05, -0.01, 2.05)  0.103
H (0.72, -1.23, 0.96)  0.100
H (-2.82, -1.97, 0.90)  0.075
H (-2.29, -1.34, 2.43)  0.072
H (-1.32, -2.62, 1.58)  0.074
H (2.13, 2.13, 0.27)  0.061
H (2.38, 0.68, 1.03)  0.028
C (-1.49, 2.92, -3.80)  -0.059
C (-2.04, 3.72, -2.64)  -0.372
C (-3.45, 4.37, -2.85)  -0.174
O (-3.35, 5.42, -3.85)  -0.190
C (-4.60, 6.21, -3.85)  -0.078
N (-2.18, 2.84, -1.45)  0.054
H (-1.10, 3.60, -4.55)  0.085
H (-2.24, 2.24, -4.21)  0.089
H (-0.59, 2.37, -3.52)  0.047
H (-1.33, 4.51, -2.38)  0.125
H (-3.69, 4.84, -1.89)  0.088
H (-4.21, 3.64, -3.12)  0.130
H (-5.46, 5.56, -3.96)  0.079
H (-4.70, 6.89, -4.69)  0.085
H (-4.69, 6.76, -2.91)  0.077
H (-2.74, 2.02, -1.66)  0.050
H (-1.29, 2.39, -1.24)  0.047

- ⟨S²⟩: 0.755
- 2S+1: 2
- Kohn-Sham gap (spin up / spin down): 8.892 / 3.407 eV
- LUMO energy (spin up / spin down): -0.0611 / -0.2626 hartree
- Max |F|: 3.6 eV/Å
- Net charge: +1
- HOMO (spin up / spin down): -10.554 / -10.554 eV